The following is a quantum chemistry calculation of the molecule C4H11NS, from the Open Molecules 2025 dataset.

Positions of all 17 atoms, in Å:
N  -0.731  0.031  -2.024
C  -0.977  -0.594  -0.730
C  0.387  -1.226  -0.312
C  1.268  -0.193  0.349
C  0.671  1.068  1.231
S  -0.472  0.637  2.673
H  -1.493  0.703  -2.183
H  -0.580  -0.609  -2.814
H  -1.002  0.193  0.085
H  -1.899  -1.221  -0.674
H  0.044  -1.873  0.395
H  0.954  -1.684  -1.171
H  1.725  0.302  -0.549
H  2.020  -0.523  1.143
H  0.017  1.592  0.456
H  1.474  1.791  1.540
H  -1.407  1.606  2.585

Summary:
gap between HOMO and LUMO: 10.0 eV
HOMO energy: -9.08 eV
energy above the lowest of the compared OMol25 structures with the same formula, charge and spin: 1.699 eV
charge: 0
SMILES: NCCCCS
calculated total energy: -16650.0940 eV